[1]
A structure of composition C5H7N2O2S2 in a non-equilibrium geometry, computed with ωB97M-V with the def2-TZVPD basis set.

Output
**Highest occupied orbital energy (alpha / beta)**: -13.46 / -13.46 eV
**Total energy**: -34034.7841 eV
**HOMO-LUMO gap (alpha / beta)**: 7.3 / 7.3 eV
**Net charge**: +1

Positions of all 18 atoms, in Å:
C  1.171  1.008  -0.127
C  -1.122  -0.067  0.128
C  1.848  -0.255  -0.484
C  -3.391  -0.553  0.039
C  3.172  -0.386  -1.035
N  -0.857  -1.343  0.262
N  -0.264  0.980  -0.112
O  1.778  2.012  0.122
O  -2.303  0.423  0.157
S  0.886  -1.657  -0.056
S  3.951  -0.252  0.663
H  -3.645  -0.881  1.041
H  -3.023  -1.197  -0.806
H  -4.226  0.094  -0.432
H  3.542  0.256  -1.835
H  3.346  -1.391  -1.540
H  -0.749  1.899  0.126
H  3.933  1.034  0.498


[2]
A cluster of 2 separate species, C11H10F5N3O6 in total in a non-equilibrium geometry, computed with ωB97M-V with the def2-TZVPD basis set.

Output
**Highest occupied orbital energy**: -10.61 eV
**SMILES**: CC(=O)N(C(C)=O)C1=C(C(F)(F)C(F)(F)F)C(=O)OC1=O.NC(N)=O
**Total energy**: -41902.3464 eV
**HOMO-LUMO gap**: 8.1 eV
**Net charge**: 0

Positions of all 35 atoms, in Å:
C  1.244  -1.632  2.131
C  0.229  -2.151  0.906
O  0.148  -3.484  0.766
N  -0.456  -1.117  0.043
C  -0.053  -1.509  -1.395
C  1.365  -1.048  -2.099
O  -0.860  -2.299  -2.125
C  -1.962  -1.224  0.064
C  -2.949  -0.113  -0.166
C  -2.729  1.486  -0.451
F  -3.804  2.249  0.287
F  -2.941  1.852  -1.901
C  -1.300  2.090  0.122
F  -0.914  1.516  1.458
F  -1.569  3.552  0.395
F  -0.206  2.056  -0.876
C  -4.487  -0.682  -0.106
O  -5.670  -0.072  -0.002
O  -4.321  -2.139  -0.258
C  -2.996  -2.469  0.307
O  -2.882  -3.644  0.929
H  0.755  -1.715  3.194
H  2.214  -2.327  2.105
H  1.640  -0.540  1.914
H  2.197  -1.067  -1.250
H  1.243  -0.001  -2.610
H  1.627  -1.895  -2.897
C  3.629  1.570  0.267
O  4.101  0.459  0.449
N  2.320  1.776  0.040
N  4.377  2.688  0.277
H  1.913  2.684  -0.113
H  1.721  0.961  0.024
H  5.369  2.577  0.444
H  4.007  3.612  0.129


[3]
The molecule C11H14Si in a non-equilibrium geometry, computed with ωB97M-V with the def2-TZVPD basis set.

Output
**Highest occupied orbital energy (alpha / beta)**: -6.85 / -6.57 eV
**Total energy**: -19507.1714 eV
**HOMO-LUMO gap (alpha / beta)**: 6.9 / 6.5 eV
**Net charge**: 0

Positions of all 26 atoms, in Å:
C  -1.704  -1.592  3.045
C  -0.343  -1.921  3.084
C  -2.143  -0.645  2.116
C  0.596  -1.154  2.356
C  -1.242  0.039  1.305
C  0.174  -0.153  1.548
C  -1.760  0.947  0.404
C  -2.776  1.733  0.104
C  1.226  0.504  0.575
C  1.236  1.661  -2.674
C  0.919  -1.445  -1.879
Si  0.694  0.450  -1.284
H  -2.340  -2.107  3.705
H  0.019  -2.610  3.700
H  -3.162  -0.358  2.044
H  1.665  -1.203  2.394
H  -3.168  2.084  -0.781
H  -3.276  2.236  0.827
H  1.475  1.457  0.959
H  2.057  -0.119  0.754
H  0.705  2.572  -2.497
H  2.314  1.771  -2.804
H  1.045  1.174  -3.591
H  0.280  -1.601  -2.755
H  1.935  -1.668  -2.016
H  0.629  -2.129  -0.972